(1)
DFT (ωB97M-V with the def2-TZVPD basis set) results for 6 unconnected molecules or ions with the total composition C7H26O6S in a non-equilibrium geometry.

Geometry as ORCA input:
```
! wB97M-V def2-TZVPD RIJCOSX def2/J DEFGRID3
* xyz 0 1
C 0.4717 -0.3339 3.6367
S 1.9985 -0.4742 4.6643
O 2.0930 -1.9718 4.8372
C 3.2757 -0.2225 3.3602
H -0.3331 -0.3524 4.3716
H 0.4766 -1.1935 2.9665
H 0.4403 0.5878 3.0557
H 4.2312 0.0060 3.8324
H 2.9288 0.6257 2.7701
H 3.4453 -1.1035 2.7412
C -1.3805 -3.6713 -0.5295
O -1.7260 -4.6389 -1.4801
H -0.6474 -2.9508 -0.8922
H -2.2928 -3.1563 -0.2288
H -0.9639 -4.1761 0.3422
H -0.9480 -5.0811 -1.8276
C 0.3376 -0.1698 -0.2654
O -0.1482 0.0808 -1.5890
H -0.4499 -0.3561 0.4649
H 1.0256 -1.0088 -0.3699
H 0.9427 0.6713 0.0728
H 0.6223 0.0541 -2.1609
C -0.9278 3.0648 -2.8611
O -0.8479 2.7651 -1.5227
H -0.7885 2.1626 -3.4568
H -1.8795 3.5572 -3.0611
H -0.2237 3.7521 -3.3299
H -0.7178 1.8146 -1.4883
C -2.9875 1.8002 1.7763
O -4.1407 2.6045 1.9975
H -3.0355 1.0517 0.9855
H -2.2500 2.5523 1.4957
H -2.6501 1.3258 2.6978
H -4.7225 2.2111 2.6521
C 1.7733 -0.0641 -4.2208
O 2.0823 -0.1004 -2.8555
H 0.7024 -0.2620 -4.2661
H 1.9672 0.9276 -4.6296
H 2.3518 -0.7381 -4.8527
H 2.8949 0.4102 -2.8329
*
```

DFT total energy ... -30796.966 eV

(2)
DFT (ωB97M-V with the def2-TZVPD basis set) results for a molecular structure, C7H27B2N3O3Pd in a non-equilibrium geometry.

Geometry as ORCA input:
```
! wB97M-V def2-TZVPD RIJCOSX def2/J DEFGRID3
* xyz -1 4
Pd 13.0747 14.2752 2.3912
B 12.7187 16.5085 1.8742
H 12.6628 17.5032 1.4599
H 13.6383 16.0224 1.5872
H 12.7953 16.6479 2.9414
H 11.8049 15.9720 1.6704
B 13.0128 13.6546 0.2024
H 12.9132 12.7167 0.7266
H 12.0664 14.1380 0.3893
H 13.8352 14.1952 0.6446
H 13.2708 13.4717 -0.8292
C 9.6508 13.9011 2.5785
O 11.0084 13.3566 2.6090
C 11.0524 11.9207 3.0190
C 12.5506 11.3772 3.0826
N 13.5398 12.4657 3.4138
C 14.9046 12.0932 3.1076
C 15.8298 13.2550 3.4032
O 15.2994 14.5272 2.9191
C 16.2520 15.6544 2.8460
H 9.0102 13.9589 3.4585
H 9.1171 13.4043 1.7682
H 9.5802 14.9090 2.1695
H 10.4239 11.2801 2.4004
H 10.7151 11.9398 4.0554
H 12.7231 10.8994 2.1182
H 12.3760 10.5586 3.7809
H 13.5188 12.4494 4.4234
H 14.9926 11.8666 2.0450
H 15.3474 11.2408 3.6228
H 16.6491 12.9175 2.7685
H 16.1960 13.2527 4.4299
H 15.7742 16.4607 2.2896
H 17.1307 15.2543 2.3399
H 16.4882 16.1625 3.7809
C 11.8712 14.7448 5.4852
O 12.7346 14.7268 4.6115
N 11.1597 15.8319 5.7394
N 11.3487 13.7918 6.2207
H 11.4346 16.5815 5.1208
H 10.2440 15.8307 6.1656
H 11.8348 12.9120 6.1223
H 10.4720 14.0225 6.6659
*
```

Expectation value of S² ... 3.75
DFT total energy ... -23132.373 eV

> Among the records above, which one has the highest DFT total energy?

C7H27B2N3O3Pd

> The highest DFT total energy belongs to which entry?

C7H27B2N3O3Pd